# 1
The following is a DFT calculation (the ωB97M-V functional and the def2-TZVPD basis) of 10 unconnected molecules or ions with the total composition C54H124N4O10 at a distorted geometry.

```
192
Properties=species:S:1:pos:R:3:mulliken_charge:R:1
C 1.8315 -5.0400 1.5344 -2.088
C 0.8424 -5.7270 2.4533 2.176
C 0.7357 -4.7270 3.6903 -0.541
C -0.4793 -4.8563 4.6040 -1.171
C -1.7641 -4.9884 3.7719 -1.213
C -1.7050 -6.0357 2.5886 1.365
N -0.4550 -5.7732 1.8021 1.198
O -0.4556 -6.4863 0.5952 -0.696
C -1.7757 -7.4756 3.1543 -1.661
C -2.9439 -5.6760 1.7683 -1.614
C 1.3778 -7.0341 3.0022 -2.102
H 1.6012 -3.9929 1.3379 -0.222
H 2.0871 -5.5667 0.6150 0.461
H 2.7894 -4.9353 2.0438 0.658
H 1.5346 -4.8261 4.4252 0.439
H 0.8510 -3.6709 3.4465 -0.169
H -0.5889 -3.9328 5.1727 0.486
H -0.2823 -5.7380 5.2138 0.454
H -2.0565 -3.9982 3.4225 0.339
H -2.5515 -5.3233 4.4471 0.469
H -1.7792 -8.2544 2.3916 0.338
H -0.8613 -7.6956 3.7053 0.362
H -2.6187 -7.6582 3.8207 0.393
H -3.2080 -6.4674 1.0668 0.404
H -3.7690 -5.2981 2.3721 0.360
H -2.7716 -4.8514 1.0767 0.061
H 1.1950 -7.2488 4.0551 0.343
H 2.4555 -7.0805 2.8461 0.455
H 1.0315 -7.9278 2.4830 0.391
H -0.2936 -5.8083 -0.0648 0.216
C -4.2058 4.7948 2.5143 -1.887
C -3.4092 4.5747 1.2492 2.756
C -4.2544 4.4391 -0.0414 -1.571
C -4.7085 5.7620 -0.6432 -0.908
C -3.4808 6.6724 -0.7426 -1.908
C -2.4944 6.8331 0.4039 1.944
N -2.2926 5.5472 1.0461 1.240
O -1.3943 5.5988 2.1537 -0.428
C -1.1585 7.3330 -0.2493 -1.986
C -2.9894 7.8897 1.3470 -1.857
C -2.7875 3.1586 1.3450 -3.052
H -4.5356 5.8309 2.5919 0.328
H -3.5881 4.7071 3.4081 0.417
H -5.0925 4.1616 2.5427 0.389
H -3.7035 3.8905 -0.8053 0.093
H -5.1114 3.7958 0.1579 0.550
H -5.4525 6.2546 -0.0171 0.392
H -5.1542 5.6118 -1.6265 0.472
H -3.7356 7.6151 -1.2270 0.482
H -2.9465 6.2347 -1.5859 0.456
H -0.7684 6.6079 -0.9636 0.239
H -1.3169 8.2360 -0.8387 0.473
H -0.3923 7.4422 0.5182 0.404
H -3.1485 8.8714 0.9008 0.408
H -3.8934 7.6419 1.9033 0.307
H -2.2364 7.9895 2.1287 0.447
H -2.3459 2.7278 0.4464 0.312
H -3.5466 2.3946 1.5125 0.688
H -2.0573 3.0209 2.1425 0.644
H -1.8792 6.1328 2.7871 0.286
C -3.5970 2.9724 -7.8655 -2.024
C -3.3641 2.8160 -6.3942 1.852
C -4.1955 3.9258 -5.5735 -1.761
C -4.2793 3.7066 -4.0302 0.280
C -4.8350 2.2649 -3.8562 -1.549
C -3.9523 1.1270 -4.5040 1.479
N -3.6489 1.4678 -5.8861 0.404
O -3.1388 0.3657 -6.5597 -0.487
C -2.6713 1.0006 -3.6447 -1.187
C -4.7856 -0.2375 -4.4004 -2.094
C -1.8950 3.2171 -6.2179 -1.768
H -3.1996 3.8470 -8.3805 0.343
H -4.6631 2.8050 -8.0191 0.461
H -3.0186 2.1935 -8.3623 0.415
H -3.7962 4.8919 -5.8822 0.479
H -5.2224 3.9724 -5.9360 0.350
H -4.9084 4.4659 -3.5657 0.258
H -3.3303 3.9476 -3.5513 0.113
H -5.8131 2.1060 -4.3101 0.483
H -4.8627 2.0669 -2.7847 0.454
H -2.1421 1.9455 -3.5209 -0.161
H -3.1246 0.6960 -2.7014 0.162
H -1.9824 0.2799 -4.0854 0.638
H -5.5838 -0.1169 -5.1329 0.568
H -4.3120 -1.1737 -4.6958 0.335
H -5.2764 -0.3728 -3.4367 0.343
H -1.5970 4.2198 -6.5244 0.429
H -1.2702 2.4411 -6.6601 0.465
H -1.7968 3.2038 -5.1324 0.378
H -2.2787 0.2122 -6.1619 0.406
C 8.1422 -0.3091 3.6588 -1.825
C 6.7822 -0.8873 4.2711 1.241
C 6.0262 0.3659 4.8036 -1.215
C 4.5324 0.1613 5.1179 -0.714
C 3.8937 -0.4856 3.8715 -1.665
C 4.5612 -1.7777 3.2908 2.272
N 5.9674 -1.4838 3.1577 0.488
O 6.7170 -2.4673 2.4859 -0.486
C 4.2334 -2.8987 4.2938 -1.342
C 3.9193 -2.0258 1.9613 -1.871
C 7.1360 -1.8093 5.4918 -1.578
H 7.9712 0.0604 2.6477 0.402
H 8.9522 -1.0154 3.4764 0.380
H 8.6688 0.3346 4.3634 0.402
H 6.4671 0.6489 5.7594 0.475
H 6.1002 1.1916 4.0959 0.418
H 4.0393 1.1211 5.2716 0.438
H 4.5632 -0.5196 5.9685 0.311
H 3.8756 0.2307 3.0501 0.593
H 2.8344 -0.7176 3.9816 0.341
H 3.2214 -3.2431 4.0810 -0.291
H 4.9398 -3.7139 4.1366 0.489
H 4.3148 -2.5794 5.3328 0.372
H 2.8500 -2.2336 1.9991 -0.343
H 4.0457 -1.2136 1.2455 0.598
H 4.4737 -2.8581 1.5277 0.666
H 6.2158 -2.1847 5.9395 0.310
H 7.7617 -1.2961 6.2220 0.419
H 7.7930 -2.5948 5.1186 0.371
H 6.9677 -2.0569 1.6550 0.337
C -0.6580 1.3950 4.2412 -0.938
C -1.6857 0.4112 4.7593 0.251
C -1.3971 -1.0072 4.2759 -0.605
O -1.5575 0.3332 6.1722 -0.590
H -0.6781 1.4931 3.1558 -0.165
H 0.3292 1.1140 4.6080 0.363
H -0.7745 2.4169 4.6020 0.483
H -2.6784 0.7637 4.4792 0.248
H -0.4951 -1.4027 4.7428 0.349
H -1.4107 -1.0320 3.1863 -0.220
H -2.1924 -1.5723 4.7621 0.485
H -2.2648 -0.2811 6.3820 0.372
C 1.5947 5.2420 0.4921 -1.616
C 1.3905 3.7189 0.2456 0.925
C 1.5930 2.9849 1.5302 -0.926
O 0.0611 3.4952 -0.0988 -0.050
H 1.3496 5.6579 1.4693 0.222
H 1.0766 5.8415 -0.2565 0.296
H 2.6578 5.4270 0.3384 0.619
H 2.0296 3.2553 -0.5059 0.210
H 0.9306 3.3246 2.3264 0.169
H 2.6015 3.0771 1.9334 0.559
H 1.5675 1.8983 1.4483 -0.223
H -0.5038 4.1435 0.3279 -0.367
C 2.7869 -2.1089 -2.2389 -0.238
C 2.9928 -2.7418 -3.6443 0.849
C 4.3501 -2.3607 -4.2926 -1.502
O 3.0260 -4.1845 -3.4960 -0.630
H 2.5593 -1.0497 -2.3590 0.088
H 3.6523 -2.2392 -1.5891 0.293
H 1.9603 -2.4432 -1.6119 -0.405
H 2.1640 -2.4320 -4.2809 0.181
H 4.4196 -2.7649 -5.3025 0.412
H 5.1373 -2.6930 -3.6158 0.370
H 4.3781 -1.2727 -4.3526 0.301
H 2.3973 -4.4139 -2.8078 0.198
C 2.8216 3.4172 -4.7627 -1.540
C 2.1390 2.0616 -4.7899 0.553
C 1.4730 1.6832 -3.4890 -0.372
O 1.3106 1.8600 -5.8172 -0.501
H 3.5575 3.5597 -3.9714 0.415
H 2.0611 4.1893 -4.6466 0.348
H 3.3060 3.6459 -5.7120 0.408
H 2.9339 1.3748 -5.0806 0.019
H 1.1868 0.6314 -3.4883 -0.040
H 0.5497 2.2284 -3.2933 0.045
H 2.1604 1.8822 -2.6669 0.328
H 0.8856 2.7129 -5.9331 0.293
C -2.0116 -5.1705 -2.4689 -0.881
C -0.4682 -5.3808 -2.7520 0.492
C -0.1096 -5.1059 -4.1593 -1.349
O 0.4436 -4.5760 -1.9773 0.097
H -2.4068 -5.1698 -1.4531 0.019
H -2.6917 -5.8539 -2.9772 0.441
H -2.2624 -4.1565 -2.7802 0.228
H -0.1956 -6.4176 -2.5551 0.298
H 0.8834 -5.5055 -4.3650 0.391
H -0.0524 -4.0290 -4.3182 0.118
H -0.7564 -5.5800 -4.8976 0.456
H -0.0334 -3.7847 -1.7166 -0.128
C 0.1143 -0.9593 0.8492 -0.452
C -1.0822 -1.4219 0.1013 1.095
C -1.3310 -0.7423 -1.1757 -1.289
O -0.8868 -2.7867 -0.2009 0.292
H -0.0251 0.1198 0.9152 -0.251
H 0.9824 -1.1366 0.2144 0.152
H 0.2869 -1.2815 1.8761 0.132
H -2.0491 -1.2449 0.5723 0.111
H -2.2538 -1.1222 -1.6142 0.687
H -0.4526 -0.7174 -1.8206 0.005
H -1.5008 0.3139 -0.9667 -0.079
H -0.5545 -3.2079 0.5952 -0.377
```

Kohn-Sham gap, eV: 8.41
Energy relative to the best compared isomer or geometry (same formula, charge and spin), kcal/mol: 104.79
SMILES: CC1(C)CCCC(C)(C)N1O.CC1(C)CCCC(C)(C)N1O.CC1(C)CCCC(C)(C)N1O.CC1(C)CCCC(C)(C)N1O.CC(C)O.CC(C)O.CC(C)O.CC(C)O.CC(C)O.CC(C)O
M, g mol⁻¹: 989.6


# 2
The following is a DFT calculation (the ωB97M-V functional and the def2-TZVPD basis) of 11 unconnected molecules or ions with the total composition C54H126N4O25 at a distorted geometry.

```
209
Properties=species:S:1:pos:R:3:mulliken_charge:R:1
C -2.0309 -9.3061 8.7638 -0.649
O -0.8330 -9.3705 7.9908 -0.374
C 0.1265 -8.4333 8.3313 -0.395
C 1.3511 -8.2772 7.2363 -0.739
O 0.8794 -7.3811 6.2031 -0.019
C 1.9292 -7.0716 5.3042 -0.749
C 1.4854 -5.9695 4.3023 -0.118
O 0.5834 -6.3338 3.3197 -0.479
C -0.0503 -5.2852 2.6179 -0.022
H -2.5675 -8.3851 8.5356 0.199
H -1.8149 -9.4048 9.8276 0.319
H -2.7434 -10.1025 8.5490 0.279
H 0.5324 -8.6699 9.3148 0.441
H -0.3132 -7.4463 8.4746 0.286
H 1.5553 -9.2914 6.8929 0.341
H 2.1935 -7.8312 7.7650 0.436
H 2.1159 -7.9464 4.6814 0.280
H 2.7502 -6.6129 5.8554 0.385
H 2.3507 -5.5585 3.7824 0.220
H 1.1412 -5.1061 4.8716 0.179
H -0.8329 -5.6438 1.9493 0.430
H 0.6832 -4.7797 1.9897 -0.126
H -0.4666 -4.5199 3.2730 -0.008
C -0.1235 9.2108 -5.9460 -0.551
O -0.6193 8.2474 -6.7982 -0.344
C -1.9222 7.7848 -6.4176 -0.088
C -2.6024 6.8434 -7.4276 -0.874
O -2.0385 5.5282 -7.3880 -0.111
C -2.5318 4.6241 -8.2995 -0.666
C -1.8604 3.2546 -8.1511 -0.610
O -1.8573 2.5149 -6.9551 -0.394
C -1.8101 3.2581 -5.7362 -0.906
H 0.2292 8.7715 -5.0129 0.079
H -0.8001 10.0439 -5.7553 0.331
H 0.7735 9.5753 -6.4466 0.277
H -2.4826 8.7144 -6.3176 0.443
H -1.8148 7.3057 -5.4445 -0.040
H -2.5569 7.2492 -8.4383 0.375
H -3.6662 6.8050 -7.1929 0.403
H -2.4979 5.0714 -9.2929 0.492
H -3.6084 4.4851 -8.2008 0.342
H -0.7960 3.3977 -8.3372 0.309
H -2.2328 2.6317 -8.9644 0.356
H -0.9247 3.8845 -5.6279 0.437
H -1.8433 2.6591 -4.8261 0.317
H -2.6220 3.9777 -5.6302 0.385
C 4.3120 1.1427 -2.7469 -1.013
O 3.2518 1.8190 -3.5048 0.096
C 3.8584 2.5583 -4.6249 -0.816
C 2.8889 3.4422 -5.4831 -0.067
O 3.5360 4.6721 -5.8029 -0.381
C 3.3672 5.8507 -4.9978 0.028
C 4.2241 7.0767 -5.3788 -0.810
O 3.6181 7.7819 -6.4737 -0.297
C 3.8776 7.2244 -7.7679 -0.660
H 4.0194 0.5063 -1.9117 0.187
H 4.9819 1.8322 -2.2329 0.419
H 5.0212 0.6137 -3.3835 0.396
H 4.4527 1.8587 -5.2126 0.317
H 4.6079 3.1732 -4.1266 0.432
H 1.9677 3.6134 -4.9262 -0.097
H 2.6727 2.8487 -6.3714 0.381
H 3.6254 5.6225 -3.9637 0.206
H 2.3245 6.1262 -4.8399 0.253
H 5.2640 6.8114 -5.5695 0.342
H 4.1904 7.6524 -4.4539 0.369
H 4.9188 7.3809 -8.0499 0.271
H 3.1572 7.7228 -8.4165 0.247
H 3.6723 6.1579 -7.8600 0.268
C -0.9627 0.4514 7.3421 -0.608
O -1.7920 0.8913 6.2978 -0.111
C -1.8640 2.3481 6.2068 -0.638
C -0.5869 2.8624 5.4839 -0.717
O -0.6217 2.6521 4.0500 -0.172
C -1.4540 3.5300 3.2731 -0.818
C -1.5914 3.0605 1.7697 -0.703
O -2.2147 1.8182 1.5554 0.550
C -3.0016 1.7794 0.3723 -0.956
H 0.0521 0.8446 7.4031 0.332
H -0.9187 -0.6257 7.1806 -0.035
H -1.4078 0.4859 8.3364 0.352
H -1.8005 2.7864 7.2028 0.378
H -2.8048 2.5978 5.7164 0.343
H 0.3483 2.5057 5.9155 0.430
H -0.5312 3.9437 5.6095 0.391
H -1.1093 4.5634 3.2359 0.469
H -2.4774 3.4660 3.6429 0.306
H -0.5910 2.8559 1.3884 0.167
H -1.9897 3.8480 1.1300 0.434
H -3.4830 0.8067 0.2717 0.317
H -2.3911 2.0013 -0.5030 -0.075
H -3.8629 2.4470 0.3493 0.463
C 4.1570 -2.9758 -2.3185 -0.442
O 4.7402 -3.8614 -1.3414 -0.421
C 3.8851 -4.4477 -0.3693 0.546
C 4.6269 -5.1092 0.8390 -0.067
O 5.2812 -6.2959 0.4589 -0.372
C 5.5352 -7.1163 1.6327 -0.604
C 6.3456 -6.4845 2.7594 -0.556
O 5.5843 -5.5809 3.5419 -0.096
C 6.3154 -4.8940 4.4981 -0.930
H 3.5876 -3.5132 -3.0768 0.261
H 5.0273 -2.4876 -2.7571 0.367
H 3.6770 -2.0742 -1.9380 0.016
H 3.3469 -5.2611 -0.8559 0.076
H 3.1921 -3.6835 -0.0175 -0.343
H 3.8529 -5.2081 1.6001 -0.032
H 5.2961 -4.3519 1.2473 0.232
H 6.0921 -7.9545 1.2138 0.359
H 4.5440 -7.4329 1.9576 0.311
H 7.3157 -6.0545 2.5106 0.457
H 6.5046 -7.3270 3.4325 0.398
H 5.6669 -4.2923 5.1349 0.222
H 7.0346 -4.2468 3.9961 0.351
H 6.8352 -5.5428 5.2030 0.353
C -0.6968 -0.8253 -4.5022 -1.062
O -0.5677 -0.5649 -3.1202 0.171
C 0.5523 0.1870 -2.7801 -0.603
C 0.7194 0.1656 -1.2758 0.306
O 0.9432 -1.1631 -0.8028 0.394
C 0.9899 -1.2692 0.6236 -0.486
C -0.4394 -1.4796 1.2902 0.521
O -0.4711 -1.7767 2.6480 -0.078
C -0.2624 -0.5858 3.3784 -0.160
H -1.3938 -1.6438 -4.6821 0.418
H 0.2204 -1.1370 -5.0019 0.440
H -1.0532 -0.0155 -5.1389 0.036
H 0.4379 1.2151 -3.1237 0.120
H 1.4638 -0.2154 -3.2223 0.457
H -0.0939 0.6214 -0.7111 -0.670
H 1.4950 0.8525 -0.9370 0.179
H 1.6289 -0.5386 1.1197 0.376
H 1.4907 -2.2145 0.8325 -0.188
H -0.8759 -2.3667 0.8312 0.073
H -1.0883 -0.6277 1.0871 -0.507
H 0.7858 -0.2944 3.4448 0.489
H -0.5216 -0.9388 4.3765 -0.117
H -0.9824 0.1908 3.1202 -0.306
C 2.3018 3.2501 1.3893 -1.026
O 1.5956 3.4854 0.1741 0.276
C 1.9476 4.6131 -0.5295 -1.092
C 0.9471 4.5023 -1.6646 0.385
O -0.3354 4.7906 -1.1641 -0.207
C -1.3478 4.9351 -2.1353 -0.242
C -1.9951 6.3206 -1.9168 -0.921
O -1.0306 7.3243 -2.4102 -0.127
C -1.6123 8.5955 -2.3446 -0.956
H 2.2041 2.2342 1.7718 0.168
H 2.0977 3.9733 2.1788 0.301
H 3.3493 3.5341 1.2882 0.406
H 2.9684 4.4502 -0.8750 0.401
H 1.8210 5.4632 0.1409 0.420
H 1.0081 3.5253 -2.1441 -0.247
H 1.3507 5.2029 -2.3955 0.233
H -2.1063 4.1543 -2.0788 0.388
H -0.9461 4.8174 -3.1417 0.129
H -2.2709 6.4668 -0.8725 0.423
H -2.9063 6.3417 -2.5146 0.437
H -1.8893 8.8692 -1.3266 0.338
H -2.4590 8.8282 -2.9905 0.344
H -0.8913 9.2247 -2.8665 0.285
C -5.2692 1.1332 3.7057 0.318
O -6.2891 1.8120 3.7446 -0.703
N -5.1531 -0.0991 4.1941 0.165
C -3.9050 -0.8156 4.1157 -0.253
C -6.1462 -0.8401 4.8800 -1.048
H -4.3275 1.4510 3.2320 0.179
H -3.6397 -0.9837 5.1595 0.426
H -3.0582 -0.4276 3.5495 -0.559
H -4.0776 -1.7275 3.5440 0.480
H -7.1445 -0.5598 4.5438 0.347
H -5.9546 -1.9054 4.7514 0.328
H -6.0175 -0.6996 5.9532 0.328
C -4.3265 -0.3306 -2.8898 0.453
O -4.8081 -0.5166 -1.7598 -0.722
N -5.0511 -0.2550 -4.0058 0.182
C -4.3160 -0.0328 -5.2444 -0.882
C -6.5270 -0.2140 -3.9843 -0.921
H -3.2321 -0.2565 -2.9850 0.106
H -4.8323 -0.6384 -5.9892 0.353
H -3.2466 -0.2431 -5.2258 0.075
H -4.4193 1.0227 -5.4961 0.422
H -6.7947 0.8054 -3.7064 0.331
H -7.0374 -0.3961 -4.9300 0.304
H -6.8366 -0.8835 -3.1817 0.295
C -0.5792 -4.3537 7.4039 -0.143
O 0.1007 -3.3423 7.6916 -0.658
N -1.7679 -4.3084 6.8003 0.309
C -2.2990 -5.4927 6.2226 -1.069
C -2.3126 -3.0460 6.3762 -1.152
H -0.2420 -5.3772 7.6294 0.330
H -1.6476 -6.3597 6.1129 0.369
H -2.8024 -5.3623 5.2647 0.333
H -3.0682 -5.8261 6.9192 0.374
H -1.9293 -2.7962 5.3868 0.315
H -3.3970 -3.1450 6.3271 0.465
H -2.1189 -2.2431 7.0875 0.342
C 0.4072 -3.7966 -3.1946 0.451
O 0.6179 -3.9116 -4.4111 -0.704
N 0.3660 -4.8015 -2.2721 0.264
C 0.3984 -6.1714 -2.7232 -1.180
C 0.0819 -4.6475 -0.8388 -0.815
H 0.0870 -2.8558 -2.7207 0.084
H 1.1760 -6.6180 -2.1036 0.342
H 0.7133 -6.1996 -3.7664 0.352
H -0.5554 -6.6895 -2.6243 0.326
H -0.9923 -4.6257 -0.6548 0.493
H 0.4966 -5.4468 -0.2247 0.501
H 0.5807 -3.7845 -0.3977 -0.188
```

Kohn-Sham gap, eV: 9.39
Energy relative to the best compared isomer or geometry (same formula, charge and spin), kcal/mol: 0.00
SMILES: COCCOCCOC.COCCOCCOC.COCCOCCOC.COCCOCCOC.COCCOCCOC.COCCOCCOC.COCCOCCOC.CN(C)C=O.CN(C)C=O.CN(C)C=O.CN(C)C=O
M, g mol⁻¹: 1231.6